Computed, not measured: a molecular structure, C56H57ClGeN5O2Re at a distorted geometry, with ωB97M-V/def2-TZVPD.

Computed properties:
E_LUMO (alpha / beta)   0.05727 / 0.06151 Eh
Calculated total energy   -5207.718524 hartree

```
! wB97M-V def2-TZVPD RIJCOSX def2/J DEFGRID3
* xyz -1 2
Re 0.35 0.75 1.31
C -3.03 2.33 1.28
C -3.28 1.52 2.57
C -2.48 0.21 2.62
N -1.07 0.41 2.86
C -0.64 0.49 4.11
C -1.51 0.52 5.23
C -1.25 0.52 6.60
C -0.07 0.36 7.30
C 1.19 0.19 6.72
C 1.58 0.31 5.40
C 0.84 0.64 4.23
N 1.40 1.00 3.09
C 2.81 1.40 3.00
C 3.59 0.49 2.05
C 3.26 0.71 0.54
N 2.04 1.50 0.38
C 2.06 2.73 -0.06
C 3.22 3.38 -0.62
C 3.32 4.52 -1.36
C 2.35 5.49 -1.69
C 1.09 5.56 -1.15
C 0.44 4.73 -0.24
C 0.80 3.45 0.26
N 0.04 2.78 1.12
C -0.89 3.54 1.96
C -2.33 3.66 1.47
H -3.98 2.49 0.77
H -2.39 1.74 0.61
H -4.34 1.27 2.64
H -3.03 2.12 3.45
H -2.54 -0.26 1.66
H -2.91 -0.48 3.36
H -2.56 0.61 4.99
H -2.14 0.62 7.21
H -0.13 0.32 8.38
H 2.00 -0.04 7.41
H 2.63 0.14 5.22
H 3.29 1.43 3.97
H 2.82 2.42 2.61
H 3.39 -0.55 2.32
H 4.66 0.67 2.21
H 3.08 -0.25 0.07
H 4.12 1.15 0.04
H 4.15 2.85 -0.49
H 4.31 4.71 -1.76
H 2.65 6.27 -2.38
H 0.50 6.42 -1.47
H -0.54 5.07 0.07
H -0.49 4.54 2.12
H -0.90 3.04 2.94
H -2.34 4.20 0.52
H -2.88 4.28 2.20
C -0.53 0.13 -0.71
Ge -2.38 -0.42 -1.38
C -2.90 0.80 -2.86
C -3.29 2.10 -2.52
C -3.46 3.09 -3.48
C -3.23 2.80 -4.82
C -2.85 1.52 -5.19
C -2.68 0.53 -4.22
C -4.14 -0.73 -0.50
C -4.34 -1.75 0.45
C -5.59 -2.03 0.96
C -6.71 -1.33 0.52
C -6.55 -0.35 -0.46
C -5.28 -0.07 -0.97
C -2.10 -2.27 -2.02
C -1.38 -3.12 -1.17
C -1.16 -4.45 -1.50
C -1.64 -4.96 -2.71
C -2.36 -4.13 -3.56
C -2.60 -2.80 -3.21
H -0.14 -0.88 -0.83
H -3.47 2.35 -1.48
H -3.75 4.09 -3.18
H -3.34 3.57 -5.57
H -2.66 1.28 -6.23
H -2.34 -0.45 -4.53
H -3.50 -2.35 0.77
H -5.71 -2.82 1.70
H -7.69 -1.55 0.92
H -7.41 0.19 -0.83
H -5.19 0.69 -1.73
H -0.98 -2.74 -0.23
H -0.61 -5.09 -0.82
H -1.45 -5.99 -2.98
H -2.74 -4.51 -4.50
H -3.21 -2.19 -3.87
C 5.97 -0.80 -3.16
O 5.41 -2.07 -2.81
C 4.27 -2.42 -3.48
C 4.17 -2.36 -4.86
C 2.97 -2.73 -5.48
C 1.90 -3.15 -4.70
C 2.02 -3.23 -3.32
C 3.20 -2.86 -2.70
N 3.36 -2.88 -1.31
C 2.36 -2.58 -0.43
C 2.47 -2.84 0.91
C 3.47 -3.74 1.42
C 3.53 -4.06 2.74
C 2.60 -3.49 3.65
C 1.65 -2.61 3.23
C 1.56 -2.22 1.85
O 0.74 -1.31 1.52
H 5.18 -0.05 -3.29
H 6.56 -0.86 -4.07
H 6.62 -0.50 -2.34
H 5.01 -2.02 -5.45
H 2.88 -2.67 -6.55
H 0.96 -3.43 -5.17
H 1.19 -3.55 -2.71
H 4.31 -2.80 -0.98
H 1.46 -2.14 -0.84
H 4.16 -4.21 0.72
H 4.27 -4.77 3.09
H 2.64 -3.75 4.70
H 0.96 -2.15 3.92
Cl 1.71 0.45 -2.41
C 0.01 0.91 -1.94
H -0.51 0.73 -2.87
H 0.02 1.99 -1.79
*
```

Computed, not measured: 7 unconnected molecules or ions with the total composition C56H58FN4O33PS3 at a distorted geometry, with ωB97M-V/def2-TZVPD.

Computed properties:
Structure (SMILES)   C=C[C@]1(C(=O)NC(=O)F)[C@@](CCO)(COCCC)[C@@](CNC)(N=C=S)OS(=O)(=O)[C@]1(NCCC)P(O)(O)=S.O=C1C=C(O)C(=O)C=C1O.O=C1C=C(O)C(=O)C=C1O.O=C1C=C(O)C(=O)C=C1O.O=C1C=C(O)C(=O)C=C1O.O=C1C=C(O)C(=O)C=C1O.O=C1C=C(O)C(=O)C=C1O
E_LUMO   -0.06401 Eh
Calculated total energy   -6506.362992 hartree

```
! wB97M-V def2-TZVPD RIJCOSX def2/J DEFGRID3
* xyz 0 1
C 3.30 -1.17 -0.89
C 2.29 -1.56 -1.66
C 1.60 -0.72 -2.71
C 1.57 0.70 -2.06
O 1.48 0.83 -0.84
N 1.55 1.86 -2.94
C 0.97 2.97 -2.31
O -0.18 3.36 -2.40
F 1.89 3.67 -1.64
C 0.12 -1.20 -2.94
C -0.01 -2.73 -2.72
C 0.59 -3.68 -3.73
O -0.14 -4.92 -3.67
C -0.78 -0.76 -1.74
O -1.17 0.57 -1.60
C -2.56 0.76 -1.71
C -2.90 2.18 -2.00
C -4.34 2.33 -2.45
C -0.49 -0.77 -4.27
C -1.73 -1.55 -4.65
N -2.10 -1.44 -6.06
C -3.51 -1.15 -6.28
N -0.83 0.65 -4.14
C -1.47 1.36 -4.89
S -2.27 2.27 -5.84
O 0.40 -0.91 -5.40
S 1.69 -0.01 -5.52
O 2.38 -0.49 -6.65
O 1.46 1.38 -5.52
C 2.55 -0.60 -4.02
N 3.66 0.25 -3.63
C 4.22 1.27 -4.52
C 5.60 1.60 -4.02
C 5.56 2.50 -2.82
P 3.41 -2.19 -4.64
O 2.50 -3.01 -5.61
O 3.73 -3.14 -3.42
S 5.10 -1.84 -5.57
H 3.45 -1.66 0.04
H 3.93 -0.33 -1.09
H 2.05 -2.59 -1.55
H 2.53 2.12 -3.02
H -1.05 -2.98 -2.74
H 0.26 -2.97 -1.72
H 1.62 -3.92 -3.55
H 0.41 -3.32 -4.72
H 0.19 -5.39 -2.90
H -0.21 -1.05 -0.86
H -1.66 -1.38 -1.71
H -2.99 0.13 -2.48
H -3.00 0.44 -0.77
H -2.27 2.53 -2.79
H -2.68 2.80 -1.15
H -4.68 1.42 -2.91
H -4.98 2.61 -1.63
H -4.40 3.09 -3.20
H -2.52 -1.24 -3.99
H -1.61 -2.60 -4.47
H -1.58 -0.73 -6.55
H -3.97 -0.61 -5.45
H -4.07 -2.04 -6.48
H -3.60 -0.50 -7.13
H 4.42 -0.34 -3.33
H 4.28 1.01 -5.56
H 3.66 2.19 -4.50
H 6.12 0.70 -3.71
H 6.16 2.04 -4.82
H 6.56 2.78 -2.54
H 5.16 1.96 -1.97
H 4.98 3.38 -2.99
H 2.83 -2.85 -6.50
H 4.45 -3.71 -3.70
O -7.70 0.49 4.13
C -7.46 0.49 2.93
C -8.47 0.57 1.90
C -8.11 0.56 0.62
O -8.99 0.63 -0.38
C -6.67 0.45 0.19
O -6.44 0.44 -1.00
C -5.65 0.40 1.22
C -6.01 0.42 2.51
O -5.14 0.37 3.51
H -9.50 0.65 2.22
H -8.46 0.58 -1.20
H -4.62 0.34 0.91
H -5.67 0.40 4.33
O -13.53 0.47 6.66
C -12.41 0.53 7.13
C -12.11 0.38 8.55
C -10.85 0.48 8.97
O -10.50 0.35 10.24
C -9.71 0.74 8.03
O -8.59 0.84 8.51
C -10.00 0.88 6.62
C -11.26 0.78 6.19
O -11.61 0.88 4.91
H -12.94 0.19 9.22
H -9.53 0.46 10.27
H -9.17 1.05 5.94
H -12.58 0.77 4.89
O 7.21 -1.60 3.29
C 7.36 -0.78 2.40
C 7.47 0.64 2.62
C 7.62 1.48 1.58
O 7.74 2.79 1.71
C 7.65 0.97 0.17
O 7.76 1.76 -0.74
C 7.56 -0.46 -0.06
C 7.43 -1.29 0.98
O 7.34 -2.61 0.85
H 7.45 1.00 3.64
H 7.82 3.14 0.80
H 7.61 -0.82 -1.08
H 7.26 -2.98 1.75
O 11.11 -3.32 5.80
C 11.44 -2.67 4.83
C 10.60 -1.66 4.20
C 11.05 -1.01 3.12
O 10.35 -0.07 2.49
C 12.40 -1.29 2.52
O 12.71 -0.66 1.53
C 13.24 -2.28 3.16
C 12.80 -2.94 4.24
O 13.51 -3.85 4.87
H 9.63 -1.47 4.64
H 10.91 0.22 1.75
H 14.22 -2.47 2.73
H 12.95 -4.16 5.61
O -7.18 3.44 1.52
C -7.62 4.35 0.85
C -8.33 4.17 -0.41
C -8.77 5.25 -1.08
O -9.42 5.16 -2.23
C -8.55 6.65 -0.58
O -8.96 7.56 -1.26
C -7.86 6.83 0.69
C -7.43 5.75 1.36
O -6.79 5.84 2.52
H -8.48 3.17 -0.76
H -9.61 6.08 -2.49
H -7.72 7.84 1.05
H -6.59 4.92 2.79
O 5.45 -4.74 2.88
C 4.40 -4.27 3.27
C 3.99 -4.25 4.66
C 2.80 -3.72 4.99
O 2.36 -3.66 6.23
C 1.86 -3.15 3.96
O 0.80 -2.71 4.34
C 2.28 -3.16 2.57
C 3.47 -3.68 2.23
O 3.92 -3.72 0.99
H 4.67 -4.66 5.39
H 1.48 -3.24 6.19
H 1.61 -2.73 1.83
H 4.79 -4.15 1.02
*
```

Computed, not measured: a molecular structure, C56H61CdN12O2SSb at a distorted geometry, with ωB97M-V/def2-TZVPD.

Computed properties:
E_LUMO   0.00478 Eh
Calculated total energy   -3784.289665 hartree

```
! wB97M-V def2-TZVPD RIJCOSX def2/J DEFGRID3
* xyz 0 1
Cd 0.22 -1.97 -1.12
N 4.64 -1.30 -0.16
C 3.33 -1.69 -0.27
S 2.69 -1.74 -1.87
N 2.74 -1.99 0.85
N 1.45 -2.34 0.82
C 1.01 -3.11 1.76
C 1.88 -3.60 2.85
C 2.58 -2.72 3.67
C 3.40 -3.19 4.68
C 3.54 -4.56 4.88
C 2.87 -5.45 4.05
C 2.04 -4.97 3.05
C -0.39 -3.56 1.67
C -0.99 -4.30 2.69
C -2.27 -4.79 2.50
C -2.92 -4.56 1.30
C -2.27 -3.78 0.35
N -1.06 -3.28 0.54
H 5.18 -1.40 -0.99
H 5.09 -1.54 0.71
H 2.49 -1.65 3.50
H 3.93 -2.50 5.32
H 4.19 -4.93 5.66
H 2.98 -6.51 4.20
H 1.55 -5.66 2.37
H -0.47 -4.47 3.62
H -2.75 -5.36 3.28
H -3.90 -4.96 1.10
H -2.72 -3.57 -0.61
C -3.85 1.92 3.04
N -3.28 1.88 1.71
C -4.27 2.08 0.67
C -2.12 1.13 1.50
N -1.90 0.27 0.56
C -2.97 -0.45 0.00
C -3.91 -1.00 0.86
C -5.03 -1.69 0.39
C -5.22 -1.84 -0.96
C -4.26 -1.34 -1.87
C -4.51 -1.51 -3.25
C -3.61 -1.05 -4.18
C -2.45 -0.40 -3.74
C -2.18 -0.18 -2.40
N -0.96 0.47 -2.09
C -0.73 1.59 -2.72
N -1.73 2.47 -3.10
C -2.99 2.52 -2.39
C -1.80 2.94 -4.46
N 0.54 2.06 -2.96
C 0.78 3.46 -3.25
C 1.50 1.17 -3.60
C -3.10 -0.66 -1.41
N -1.13 1.44 2.40
C -0.04 0.51 2.59
C -0.92 2.78 2.91
H -4.74 1.28 3.08
H -4.15 2.94 3.30
H -3.14 1.57 3.78
H -4.69 3.08 0.78
H -5.09 1.35 0.74
H -3.82 1.99 -0.31
H -3.76 -0.89 1.92
H -5.75 -2.09 1.10
H -6.09 -2.35 -1.34
H -5.42 -2.01 -3.55
H -3.78 -1.19 -5.24
H -1.72 -0.09 -4.47
H -2.86 2.09 -1.41
H -3.79 1.98 -2.91
H -3.29 3.57 -2.28
H -0.93 2.62 -5.02
H -1.87 4.04 -4.50
H -2.69 2.53 -4.95
H 0.83 3.66 -4.33
H 1.75 3.74 -2.83
H 0.01 4.08 -2.80
H 1.27 0.15 -3.33
H 2.51 1.41 -3.27
H 1.45 1.27 -4.69
H -0.45 -0.49 2.72
H 0.50 0.80 3.49
H 0.65 0.49 1.74
H -1.72 3.44 2.57
H 0.03 3.18 2.56
H -0.91 2.78 4.00
C 3.95 2.93 4.41
C 3.29 3.98 3.79
C 2.70 3.80 2.55
C 2.78 2.58 1.89
C 3.44 1.53 2.52
C 4.01 1.70 3.78
Sb 1.91 2.20 -0.08
C 3.62 3.16 -1.06
C 4.59 2.26 -1.47
C 5.72 2.69 -2.16
C 5.89 4.04 -2.44
C 4.93 4.94 -2.03
C 3.80 4.50 -1.35
C 0.43 3.79 0.10
C -0.86 3.29 0.28
C -1.95 4.14 0.46
C -1.76 5.51 0.43
C -0.48 6.02 0.25
C 0.60 5.17 0.10
H 4.40 3.07 5.38
H 3.23 4.95 4.28
H 2.16 4.63 2.09
H 3.51 0.56 2.02
H 4.51 0.87 4.26
H 4.48 1.20 -1.26
H 6.46 1.97 -2.48
H 6.76 4.38 -2.98
H 5.04 5.99 -2.25
H 3.06 5.24 -1.06
H -1.01 2.21 0.26
H -2.94 3.73 0.61
H -2.61 6.17 0.57
H -0.33 7.10 0.24
H 1.58 5.61 -0.01
C 0.78 -7.65 -1.26
N 0.22 -6.44 -1.83
C -0.78 -6.45 -2.75
C -1.32 -5.31 -3.23
C -0.82 -4.05 -2.72
O -1.30 -2.94 -3.01
N 0.21 -4.08 -1.85
C 0.73 -5.21 -1.34
O 1.59 -5.25 -0.46
H 0.29 -8.52 -1.68
H 0.65 -7.63 -0.18
H 1.85 -7.69 -1.46
H -1.12 -7.43 -3.06
H -2.12 -5.32 -3.95
*
```